No. 1
The following is a quantum chemistry calculation of a molecular structure, C27H56CaNO8, from the OMol25 dataset.

Properties
M   562.8 Da
Orbital gap   6.73 eV
Charge   +1
E   -65209.8646 eV
E_HOMO   -10.19 eV
Energy relative to the best compared isomer or geometry (same formula, charge and spin)   1.386 eV

CARTESIAN COORDINATES (ANGSTROEM)
Ca: -2.02169 1.26830 0.82942
O: 1.71796 1.60734 -1.08855
C: 0.58992 1.34308 -0.41445
O: -0.12014 0.43968 -0.85374
O: 0.22291 2.03611 0.51658
H: 1.64400 0.85542 -1.68078
C: 2.39243 0.06098 -3.89495
C: 1.10764 -0.72748 -4.10271
C: 0.93627 -0.57401 -5.64496
O: 2.23945 -0.68375 -6.18883
C: 3.17364 -0.25243 -5.19496
H: 2.96274 -0.29675 -3.03771
H: 2.18619 1.12481 -3.77738
H: 0.21835 -0.32743 -3.61565
H: 1.21952 -1.76113 -3.77533
H: 0.56043 0.44352 -5.75207
H: 0.27706 -1.33816 -6.05682
H: 3.73492 0.62104 -5.52682
H: 3.88532 -1.06507 -5.04922
C: 4.96664 -1.86939 -0.55787
C: 4.43342 -0.51411 -0.18236
C: 5.16662 -0.10421 1.12848
O: 6.33990 -0.98070 1.04993
C: 6.40549 -1.71428 -0.14739
H: 4.89041 -2.02796 -1.63358
H: 4.47472 -2.65368 0.01746
H: 3.34822 -0.49178 -0.08260
H: 4.67842 0.22955 -0.94067
H: 4.38815 -0.32723 1.85811
H: 5.31501 0.97239 1.21234
H: 6.94104 -2.65647 -0.03093
H: 7.07495 -1.10953 -0.75912
C: -4.08552 4.39144 2.86133
C: -2.90314 4.92525 2.12808
C: -1.78795 3.92683 2.57872
O: -2.49122 2.64821 2.64609
C: -3.73602 2.96350 3.22862
H: -5.02298 4.43360 2.30682
H: -4.26705 4.87770 3.81981
H: -2.65652 5.89655 2.55684
H: -3.19661 4.78616 1.08759
H: -1.26503 4.23929 3.48261
H: -1.03768 3.76819 1.80410
H: -3.74788 2.78939 4.30455
H: -4.42647 2.23927 2.79635
C: -0.70898 -0.58338 4.87548
C: 0.43294 0.32752 4.63683
C: 0.54241 0.42404 3.08384
O: -0.84347 0.26864 2.74254
C: -1.64863 -0.40988 3.64465
H: -1.34544 -0.29263 5.71123
H: -0.53061 -1.65488 4.96588
H: 1.35163 -0.05650 5.08026
H: 0.05881 1.22717 5.12548
H: 1.16456 -0.39679 2.72711
H: 0.96194 1.35084 2.69251
H: -2.04947 -1.40225 3.43814
H: -2.51695 0.12465 4.02986
C: -2.71981 4.81122 -1.89192
C: -3.98961 4.10488 -2.21750
C: -3.92881 3.03455 -1.18446
O: -2.54079 2.83053 -0.78459
C: -1.70367 3.67706 -1.60887
H: -2.92315 5.37160 -0.97938
H: -2.47866 5.58568 -2.62003
H: -3.95840 3.69669 -3.22770
H: -4.89456 4.70116 -2.10081
H: -4.56531 2.19433 -1.46197
H: -4.43146 3.44240 -0.30748
H: -1.42851 3.12320 -2.50645
H: -0.77942 3.97750 -1.11534
C: -1.64381 -4.97397 -2.24225
C: -1.22326 -5.34380 -0.84488
N: -0.98466 -4.08285 0.00158
C: -0.17907 -2.92924 -0.57584
C: 1.32485 -3.29294 -0.81693
C: -0.62868 -4.62315 1.33331
C: -0.34993 -3.57744 2.41853
H: -1.90721 -5.87266 -2.79997
H: -0.83011 -4.59050 -2.85784
H: -2.48073 -4.27700 -2.19851
H: -2.07249 -5.79578 -0.33242
H: -0.37285 -6.02392 -0.89324
H: -0.51891 -2.74692 -1.59533
H: -0.30155 -2.01146 -0.00069
H: 1.91316 -2.56928 -1.38113
H: 1.86532 -3.43806 0.11845
H: 1.44055 -4.28777 -1.24707
H: 0.19005 -5.34102 1.28387
H: -1.50792 -5.16200 1.68644
H: -0.09349 -4.05670 3.36333
H: -1.30168 -3.04794 2.46247
H: 0.41004 -2.84498 2.14643

***

No. 2
The following is a quantum chemistry calculation of 3 unconnected molecules or ions with the total composition C27H40FNO8S, from the OMol25 dataset.

Properties
M   557.7 Da
Orbital gap   8.29 eV
E   -60064.2631 eV
E_HOMO   -9.18 eV
Energy relative to the best compared isomer or geometry (same formula, charge and spin)   0.000 eV

CARTESIAN COORDINATES (ANGSTROEM)
C: 6.71521 -2.13693 -1.05858
C: 7.01193 -3.67434 -1.27525
C: 6.07581 -4.39079 -2.30382
F: 6.58529 -4.12836 -3.61069
C: 4.58743 -3.94694 -2.26230
C: 3.81428 -3.83888 -3.51453
C: 2.41654 -3.39613 -3.54122
N: 1.68220 -3.27377 -4.81054
C: 0.94329 -4.25741 -4.93544
S: -0.18468 -5.39219 -4.85585
C: 1.73686 -3.03552 -2.29928
C: 2.50567 -3.16110 -1.05344
C: 3.88136 -3.60926 -1.02833
C: 1.86518 -2.77962 0.32258
O: 2.27324 -3.24707 1.35899
C: 0.71540 -1.72943 0.23357
C: 0.00745 -1.59735 -0.92669
C: -1.11813 -0.52060 -1.05281
C: 0.28743 -2.51223 -2.17313
O: -0.62764 -2.77436 -2.91624
H: 6.04514 -1.69962 -1.84686
H: 6.12902 -2.05150 -0.09689
H: 7.62768 -1.50136 -0.95584
H: 7.07020 -4.19453 -0.27810
H: 8.05661 -3.74098 -1.69609
H: 6.11465 -5.50738 -2.17290
H: 4.36719 -4.10286 -4.44864
H: 4.42264 -3.66790 -0.06029
H: 0.46308 -1.06044 1.08486
H: -0.79087 0.21556 -1.83153
H: -1.23977 -0.02018 -0.06342
H: -2.02952 -1.05059 -1.42312
C: -5.79913 0.47056 4.10789
O: -4.96695 -0.65504 4.30696
C: -4.81512 -1.45849 3.14395
C: -3.37457 -1.92283 2.97811
O: -2.45303 -0.90274 2.60539
C: -2.15727 0.10365 3.57071
C: -1.39107 -0.38586 4.79450
O: -2.21651 -1.17325 5.63672
C: -1.55660 -2.29404 6.19158
H: -6.85206 0.17237 4.12604
H: -5.61582 1.17001 4.92506
H: -5.56613 0.98242 3.16879
H: -5.12776 -0.91950 2.24266
H: -5.46055 -2.33563 3.26640
H: -3.35740 -2.64236 2.15407
H: -3.02335 -2.46382 3.85634
H: -3.05908 0.64305 3.86040
H: -1.52334 0.82433 3.04841
H: -1.05858 0.48239 5.37641
H: -0.50708 -0.94603 4.46348
H: -0.94063 -2.80777 5.44707
H: -2.31644 -2.99354 6.54173
H: -0.93973 -1.98714 7.04250
C: 1.05033 6.02657 -0.07504
O: 0.45585 5.73988 -1.32551
C: 0.94141 4.54411 -1.92127
C: -0.18994 3.74182 -2.54984
O: -1.07767 3.12495 -1.62235
C: -1.92820 3.97559 -0.85771
C: -2.99637 4.70732 -1.66224
O: -2.42697 5.73216 -2.46064
C: -3.00761 5.84037 -3.74500
H: 2.04784 6.45376 -0.21781
H: 0.42162 6.75921 0.43340
H: 1.10658 5.13522 0.55778
H: 1.46634 3.91852 -1.19071
H: 1.65083 4.83420 -2.70460
H: 0.26610 2.91674 -3.10552
H: -0.73988 4.33031 -3.28382
H: -1.34405 4.67104 -0.25497
H: -2.43790 3.31325 -0.15425
H: -3.70059 5.18239 -0.96853
H: -3.54402 3.98019 -2.27525
H: -3.16185 4.85751 -4.20107
H: -2.32137 6.40270 -4.37913
H: -3.95807 6.38079 -3.68652